{"formula": "C78H103As3N6PbS2", "method": "wB97M-V/def2-TZVPD", "e_homo_ha": -0.23670, "max_force_ev_per_a": 1.1, "e_lumo_ha": -0.0186, "charge": 0, "gap_ev": 5.934, "elements": ["Pb", "As", "As", "As", "S", "S", "N", "N", "N", "N", "N", "N", "C", "C", "C", "C", "C", "C", "C", "C", "C", "C", "C", "C", "C", "C", "C", "C", "C", "C", "C", "C", "C", "C", "C", "C", "C", "C", "C", "C", "C", "C", "C", "C", "C", "C", "C", "C", "C", "C", "C", "C", "C", "C", "C", "C", "C", "C", "C", "C", "C", "C", "C", "C", "C", "C", "C", "C", "C", "C", "C", "C", "C", "C", "C", "C", "C", "C", "C", "C", "C", "C", "C", "C", "C", "C", "C", "C", "C", "C", "H", "H", "H", "H", "H", "H", "H", "H", "H", "H", "H", "H", "H", "H", "H", "H", "H", "H", "H", "H", "H", "H", "H", "H", "H", "H", "H", "H", "H", "H", "H", "H", "H", "H", "H", "H", "H", "H", "H", "H", "H", "H", "H", "H", "H", "H", "H", "H", "H", "H", "H", "H", "H", "H", "H", "H", "H", "H", "H", "H", "H", "H", "H", "H", "H", "H", "H", "H", "H", "H", "H", "H", "H", "H", "H", "H", "H", "H", "H", "H", "H", "H", "H", "H", "H", "H", "H", "H", "H", "H", "H", "H", "H", "H", "H", "H", "H", "H", "H", "H", "H", "H", "H"], "xyz": [[0.22317, -0.55703, -0.24348], [-1.65631, 2.08148, 2.00291], [1.81379, 2.81425, 2.04266], [-2.16561, 6.57217, 2.97805], [-3.81898, 0.27054, -0.88871], [-1.99988, -1.34537, -4.47246], [-0.57918, 1.27065, -1.82903], [-1.24330, -1.58471, 1.04883], [-5.34464, 1.24657, -2.85156], [2.40185, -1.80773, 0.97967], [-5.52904, -1.00484, -2.40268], [3.52846, -0.19674, -1.25644], [-4.57813, -2.87509, 1.74164], [3.98461, -2.59169, -3.77729], [4.84468, -3.57553, 2.11079], [7.06938, -4.20793, 1.32398], [6.04574, -4.30560, 2.23313], [7.90369, -3.12092, -0.81027], [4.28004, 0.63708, -4.76984], [4.75414, 1.67253, -2.22436], [-2.36401, -3.65437, 3.74785], [4.07843, -0.81818, 3.93005], [-0.90027, -2.88532, -2.75086], [-5.54549, -4.19467, -0.02159], [4.14273, -1.11502, -0.64126], [-0.99246, 0.80058, -3.01255], [2.02406, 4.40663, 0.89374], [2.57776, -0.73430, 3.61874], [-1.49239, -1.43050, 3.97668], [-5.66500, -3.54523, 1.19888], [-2.24013, -3.84509, 5.11606], [-1.62066, -2.91651, -3.90689], [6.43683, -1.48666, -1.88051], [1.33151, -4.43533, 0.35413], [2.02323, -2.12361, 3.35129], [0.01054, -5.17973, 0.15075], [3.82286, -0.07015, -3.66594], [-0.47522, 3.48276, -2.69549], [-2.13116, -2.20773, 1.67809], [4.06878, 0.45309, -2.37830], [-4.50790, 3.17719, -4.15044], [-1.15730, -0.63897, -3.10713], [-5.67117, -2.90296, -4.65646], [-0.35475, 4.66289, 5.34809], [-6.79392, -1.22089, -3.08170], [4.70137, -2.71779, 1.04623], [1.98273, -2.63001, 2.04444], [-3.30577, 1.22062, 2.64754], [-0.58732, 5.34013, 2.92789], [6.95770, -3.32835, 0.22151], [2.50005, -5.36051, -0.00950], [5.17254, 3.79051, -0.88616], [5.77108, -2.59411, 0.13144], [-1.43632, 7.88106, 4.25559], [-4.94680, 0.18329, -2.11936], [-1.35294, 3.06064, 3.72411], [5.18859, 2.33842, -3.36359], [-2.63502, 3.45120, 0.96798], [-3.35964, -2.83567, 1.06631], [-6.85385, -2.59934, -3.73855], [2.31383, -1.40770, -5.18960], [-0.30757, 4.17758, 3.88995], [1.17636, -4.23772, 4.15251], [1.07791, -4.69913, 2.85195], [1.61790, -2.94929, 4.38953], [-4.34600, -4.12439, -0.72063], [4.96518, 1.83029, -4.62956], [1.45903, -3.90844, 1.77661], [7.63394, -2.23170, -1.82073], [-3.26927, -3.43485, -0.18405], [-0.88537, 3.01179, -3.93765], [-5.58169, -1.95555, -5.84843], [3.68429, 2.76220, 2.71812], [-0.62841, -1.57584, -2.25437], [-3.53391, 5.84848, 4.20564], [6.24261, 1.66416, -0.17558], [-6.88622, 2.95587, -5.10600], [5.49479, -1.67134, -0.89952], [-5.70916, 3.87735, -4.78899], [-1.39318, -1.60996, 5.34704], [-2.00436, -2.43825, 3.16816], [1.87246, -0.00543, 4.76246], [5.00319, 2.26909, -0.84818], [-4.78395, 2.58357, -2.76755], [-1.15868, 1.66774, -4.09939], [1.14750, 3.69427, 3.69133], [-0.33276, 2.56323, -1.67291], [-1.76857, -2.81713, 5.91977], [3.06231, -1.37054, -3.85773], [3.60208, -1.85545, 0.55746], [0.25492, 6.04061, 2.95863], [-1.98097, 4.01782, 0.30472], [-4.07961, 1.96352, 2.84897], [-7.78216, -2.65381, -4.31417], [-1.01885, -0.81629, 5.98368], [4.10534, 0.25457, -5.76630], [2.40170, -5.71092, -1.03907], [4.06030, -3.71496, 2.84152], [-4.31024, 6.61302, 4.26380], [0.00585, 2.84133, -0.68046], [0.82438, 0.17147, 4.52133], [1.05797, 4.72261, 0.50159], [-0.83449, -4.52585, 0.37033], [4.24129, -1.42233, 4.82543], [-4.74680, -2.83922, -4.08028], [2.43792, -0.14010, 2.70936], [4.63101, -1.27082, 3.10957], [-3.99394, 4.94175, 3.81568], [-5.77065, -3.93163, -5.01305], [-0.61354, 8.42812, 3.79556], [5.30972, 2.37565, -5.49868], [2.32908, -1.43760, -3.04972], [-6.90620, -3.35968, -2.95558], [1.56743, -2.20045, -5.16379], [-7.62033, -1.13868, -2.36459], [-1.11449, 2.27252, 4.44843], [-5.37619, 4.35548, -5.71354], [-1.17989, -0.51035, 3.49660], [-3.17350, 5.66329, 5.21533], [-2.34318, -3.34534, -0.73119], [-0.61007, 4.92784, 1.91932], [-1.46918, 1.26813, -5.05596], [1.80653, -0.46233, -5.38073], [-2.32886, 3.46530, 4.00542], [6.15303, 4.06247, -1.28013], [-1.68533, -2.95968, 6.99028], [2.99403, -1.61647, -6.01818], [-6.55860, 2.09217, -5.69020], [-5.99169, 1.08822, -3.60486], [-1.94117, -3.77054, -4.48491], [6.15000, -4.98071, 3.07265], [6.09133, 0.62172, 0.09063], [1.93265, -0.56288, 5.69747], [5.09900, 4.19858, 0.12270], [6.47854, 2.21621, 0.73641], [-0.05380, -6.05620, 0.79561], [1.81862, 4.53903, 3.88371], [2.36393, 0.95476, 4.92786], [4.76703, -2.52911, -4.53757], [-3.70363, 3.90826, -4.05046], [4.48578, 0.17862, 4.10793], [-1.07295, 7.39864, 5.16192], [-6.60669, -3.57279, 1.73322], [2.65352, 4.14459, 0.04430], [2.50911, -6.22825, 0.65354], [-5.25620, -1.73585, -1.76011], [-3.16540, 4.14689, 1.62128], [-7.63548, 3.48896, -5.69113], [1.34205, -3.57233, -0.31948], [4.40742, 4.26252, -1.50258], [3.41322, -3.50727, -3.94520], [-0.06607, 3.85744, 6.02673], [8.36101, -2.09748, -2.61120], [5.70729, 3.28163, -3.26560], [2.47121, 5.24270, 1.43366], [-4.75191, -2.23338, -6.49848], [-0.26162, 4.53006, -2.53238], [-0.55888, -3.78959, -2.26610], [-3.65643, 0.55015, 1.86212], [-6.38489, -4.74846, -0.42530], [-5.47320, 3.23894, -2.22151], [1.34712, 2.95742, 4.47478], [4.12606, 2.03007, -0.23859], [4.20186, 1.90168, 2.29205], [-3.13247, 0.63256, 3.54772], [-4.24893, -4.61377, -1.68395], [-0.05959, -5.52930, -0.88048], [-3.35780, 2.91489, 0.35137], [-2.20787, 8.60057, 4.52911], [-1.35288, 4.99393, 5.62689], [8.83494, -3.67353, -0.80173], [-6.50287, -1.97771, -6.43421], [-6.05023, 4.67021, -4.11780], [0.69974, -5.69880, 2.68367], [3.69677, 2.65730, 3.80356], [1.64516, -2.59171, 5.40964], [-4.14381, 2.38114, -4.80672], [-0.97280, 3.69240, -4.77501], [0.89794, -4.87603, 4.98065], [4.23545, 3.66539, 2.45378], [-2.51893, -4.79352, 5.55915], [-7.37489, 2.61031, -4.19276], [-2.73274, -4.45529, 3.11947], [-3.86734, 2.50223, -2.18485], [0.33985, 5.49317, 5.49455], [3.45697, -4.85478, 0.08631], [-6.94050, -0.45543, -3.84492], [4.46375, -2.67294, -2.80598], [7.96683, -4.80367, 1.43559], [6.27619, -0.79467, -2.69652], [-4.68405, -2.37216, 2.69478], [7.10126, 1.72604, -0.84739], [-5.39753, -0.93331, -5.51325]], "atomic_forces_ev_per_a": [[0.031, 0.432, 0.011], [-0.252, 0.113, 0.100], [0.141, 0.094, 0.100], [0.090, 0.028, 0.074], [0.165, 0.043, 0.054], [0.196, 0.007, 0.322], [-0.338, 0.012, -0.264], [-0.428, -0.324, 0.358], [-0.031, -0.154, -0.148], [0.721, 0.045, -0.826], [-0.144, -0.260, -0.082], [-0.464, -0.233, 0.580], [-0.030, 0.006, -0.104], [-0.155, -0.022, 0.137], [-0.166, 0.059, -0.169], [-0.005, 0.036, -0.017], [0.168, -0.157, 0.026], [-0.037, 0.022, -0.006], [0.174, 0.027, -0.050], [-0.157, -0.064, 0.199], [0.051, 0.112, 0.048], [-0.105, 0.134, -0.131], [0.053, -0.061, -0.003], [-0.028, 0.026, -0.075], [0.321, 0.406, -0.635], [0.083, 0.410, -0.110], [-0.063, -0.034, -0.009], [0.084, -0.064, 0.151], [-0.015, -0.066, 0.013], [-0.065, 0.045, -0.003], [0.023, -0.024, 0.016], [-0.061, 0.076, -0.211], [-0.146, 0.224, 0.089], [-0.030, -0.129, 0.195], [0.041, 0.157, -0.159], [0.065, 0.195, 0.012], [-0.061, -0.039, 0.258], [0.001, 0.051, -0.028], [0.346, 0.179, -0.099], [0.261, 0.239, -0.741], [-0.176, 0.080, 0.098], [-0.030, -0.497, -0.296], [-0.118, 0.065, -0.043], [-0.049, -0.006, -0.064], [-0.058, -0.010, -0.039], [0.424, -0.313, 0.108], [-0.301, -0.401, 0.604], [-0.016, -0.089, -0.048], [-0.121, -0.077, -0.062], [-0.105, 0.063, -0.038], [-0.093, 0.170, -0.054], [-0.132, -0.117, 0.010], [-0.227, 0.065, 0.009], [0.045, -0.010, 0.069], [-0.142, 0.254, 0.149], [0.078, 0.023, 0.045], [0.087, -0.010, -0.045], [0.043, 0.072, 0.026], [-0.057, -0.015, 0.031], [0.203, 0.059, -0.023], [-0.126, 0.016, 0.165], [0.027, 0.051, -0.081], [0.040, -0.028, -0.015], [0.087, -0.003, 0.083], [0.026, -0.061, 0.114], [-0.031, 0.015, -0.080], [0.032, 0.024, 0.059], [0.103, 0.211, -0.219], [0.175, -0.078, -0.011], [-0.050, 0.047, -0.003], [-0.030, -0.011, 0.092], [0.080, -0.096, 0.150], [0.000, -0.074, -0.161], [0.124, 0.325, -0.053], [0.029, -0.052, 0.006], [-0.187, 0.037, 0.031], [0.086, 0.173, 0.025], [0.434, -0.165, 0.074], [0.051, -0.180, -0.042], [0.033, 0.021, 0.063], [-0.056, -0.121, 0.033], [-0.002, -0.006, -0.236], [0.085, 0.037, -0.058], [0.057, 0.007, -0.035], [-0.017, -0.095, 0.068], [-0.126, -0.008, 0.044], [0.046, -0.015, -0.002], [-0.008, -0.062, 0.049], [0.064, 0.053, -0.118], [-0.574, -0.527, 0.799], [-0.028, 0.021, -0.017], [0.028, 0.012, 0.041], [0.050, 0.064, -0.008], [-0.060, -0.050, 0.085], [0.017, 0.038, -0.055], [-0.063, -0.044, 0.030], [-0.009, -0.034, 0.008], [0.046, -0.009, 0.014], [0.023, 0.025, -0.057], [0.013, 0.124, 0.010], [-0.039, 0.004, 0.072], [-0.025, -0.012, 0.014], [-0.018, -0.070, -0.014], [0.027, -0.025, 0.014], [0.060, -0.072, 0.015], [0.015, 0.008, 0.031], [0.059, 0.063, 0.092], [0.030, 0.012, -0.045], [0.055, 0.005, 0.018], [-0.009, -0.027, -0.043], [-0.007, -0.033, -0.021], [-0.083, -0.033, 0.019], [-0.037, -0.023, 0.030], [-0.060, -0.044, -0.027], [-0.025, 0.125, -0.092], [-0.074, -0.062, -0.031], [-0.026, 0.052, 0.023], [0.039, -0.006, -0.005], [0.028, -0.024, -0.026], [0.060, 0.017, -0.036], [0.009, 0.085, -0.071], [0.032, 0.047, -0.031], [-0.090, -0.012, -0.050], [0.012, -0.078, 0.041], [0.003, 0.044, -0.024], [-0.015, 0.006, 0.005], [-0.020, 0.034, -0.025], [-0.035, -0.044, -0.004], [0.018, -0.034, 0.054], [-0.002, -0.061, 0.086], [0.000, -0.007, 0.002], [0.069, -0.079, 0.011], [-0.024, 0.014, 0.027], [0.040, -0.009, 0.011], [0.014, -0.016, 0.024], [-0.012, -0.034, -0.026], [-0.001, -0.012, -0.002], [-0.044, 0.039, 0.017], [0.015, -0.002, -0.009], [0.053, -0.026, 0.006], [0.028, 0.004, 0.035], [-0.021, -0.010, 0.009], [0.005, 0.017, 0.015], [0.030, -0.021, 0.033], [0.008, -0.022, -0.002], [0.114, 0.007, 0.061], [-0.009, -0.038, 0.002], [-0.057, -0.061, 0.002], [0.007, -0.017, -0.080], [-0.003, 0.068, -0.010], [-0.013, 0.010, -0.052], [-0.011, -0.005, 0.003], [0.017, 0.024, 0.012], [0.014, 0.013, 0.033], [0.024, -0.028, 0.028], [-0.016, 0.026, -0.051], [0.024, -0.005, 0.018], [-0.025, -0.068, 0.019], [-0.022, 0.004, 0.022], [0.008, 0.002, -0.015], [0.075, -0.006, 0.066], [0.058, -0.067, -0.028], [-0.038, -0.002, 0.070], [0.009, 0.022, -0.022], [0.077, 0.055, -0.008], [0.015, 0.018, 0.002], [-0.072, 0.000, -0.024], [0.025, -0.049, 0.003], [-0.045, -0.021, -0.054], [0.014, 0.015, 0.021], [0.017, 0.005, -0.011], [-0.005, 0.055, -0.036], [0.028, 0.068, -0.050], [-0.009, 0.009, -0.064], [-0.090, -0.004, -0.010], [0.026, 0.051, 0.005], [0.081, 0.021, -0.020], [-0.058, -0.001, -0.009], [-0.083, 0.022, -0.007], [-0.063, 0.052, -0.002], [0.013, -0.014, -0.010], [-0.029, -0.065, -0.014], [-0.061, -0.009, 0.001], [0.001, 0.009, -0.007], [0.005, 0.006, 0.030], [0.123, 0.009, 0.003], [-0.042, -0.065, -0.003], [-0.042, -0.116, -0.106], [-0.001, -0.013, 0.060], [0.032, -0.032, 0.007], [0.056, -0.046, 0.052], [0.027, -0.009, 0.013], [-0.010, 0.057, -0.055]], "mulliken_charge": [0.73, 1.29, 1.05, 0.41, 0.36, -0.36, 0.76, -0.70, 0.41, 0.72, 0.57, 1.02, -0.55, -1.15, 0.53, -1.13, -1.26, -1.10, -0.73, 0.82, -0.29, -1.70, -0.95, -0.65, -0.43, 0.44, -1.21, 1.96, 0.26, -0.98, -0.98, -0.42, 0.47, 2.13, 1.30, -2.42, 0.39, -0.80, 0.24, -0.34, -0.73, 0.98, 0.40, -2.14, -0.48, -0.02, -0.94, -1.12, -1.29, 0.91, -1.68, -2.33, -1.11, -1.20, -0.74, -2.01, -0.76, -1.29, 0.80, -0.89, -2.08, 3.55, -1.38, -0.43, -0.25, -0.64, -1.44, 1.51, -1.13, 1.00, -1.08, -1.18, -1.29, -0.25, -1.10, -1.20, -1.19, -0.05, -0.53, -0.57, 0.47, -0.99, 2.72, 0.48, -0.92, -2.33, -0.71, -0.82, 2.88, -0.36, 0.73, 0.26, 0.56, 0.46, 0.42, 0.39, 0.47, 0.68, 0.45, 0.53, -0.45, 0.36, 0.50, 0.34, -0.33, -1.17, 0.14, 0.26, 0.44, 0.33, 0.39, -1.26, 0.25, 0.38, 0.13, 0.24, 0.39, -0.04, 0.32, -0.83, -0.60, 0.54, 0.40, 0.45, 0.61, 0.39, 0.50, 0.25, -0.14, 0.51, 0.50, -0.01, 0.62, 0.23, 0.54, 0.45, 0.63, 0.49, 0.29, 0.23, 0.55, 0.34, 0.42, 0.12, 0.34, -0.39, 0.30, 0.42, -0.75, 0.52, 0.53, 0.43, 0.47, 0.41, 0.44, 0.37, 0.58, 0.17, -0.13, 0.43, 0.16, 0.23, -1.02, -0.06, 0.41, 0.41, 0.54, 0.37, 0.43, 0.29, 0.41, 0.36, 0.33, 0.24, 0.61, 0.26, 0.20, 0.49, 0.36, 0.59, 0.43, 0.32, 0.55, -0.39, 0.45, 0.24, 0.32, -0.02, 0.43, 0.59, 0.53, 0.31, 0.12]}